Entry 1:
C12H14O7Si | ωB97M-V/def2-TZVPD

Structure (XYZ):
```
34
Properties=species:S:1:pos:R:3:forces:R:3:nbo_charge:R:1
H 0.504 0.918 1.416 -0.5 0.0 0.4 0.192
H -4.189 -0.931 3.981 0.1 -0.3 -0.2 0.223
C 1.510 0.091 -3.976 -0.7 0.3 -0.9 -0.570
H -4.252 -0.629 2.233 0.1 -0.2 0.2 0.235
H -2.399 0.389 0.624 -0.3 -0.1 0.8 0.196
H -3.690 -2.228 2.802 -0.2 0.3 0.2 0.239
O -0.258 0.991 -0.421 -0.8 0.3 -0.2 -0.490
C -1.428 0.609 4.395 -0.3 0.0 -0.5 -1.105
O 0.747 1.318 -5.790 0.3 0.4 -0.4 -0.687
O -0.888 -0.962 0.471 -0.7 0.1 -0.5 -0.551
H 0.513 -0.338 -3.950 0.0 0.0 0.1 0.188
O 3.316 2.388 -6.228 0.1 -0.1 0.2 -0.733
O 4.711 0.220 -2.311 -0.2 -0.4 0.4 -0.696
H 5.042 1.651 -4.321 0.0 0.1 -0.1 0.173
H -0.726 2.186 1.313 -0.3 -0.1 -0.7 0.186
C 3.115 1.632 -5.247 -0.5 0.2 -0.4 0.383
C 3.801 0.393 -3.137 0.6 0.9 -0.9 0.439
C 2.422 -0.294 -3.016 0.6 -0.2 0.5 0.390
C -0.823 -2.159 3.190 0.0 0.4 0.0 -1.099
C -1.533 0.074 1.242 1.1 0.6 -0.1 -0.360
O -0.875 -0.726 -1.771 -0.6 -1.2 -3.5 -0.482
H -0.968 -2.639 4.171 0.0 0.2 -0.2 0.219
H -1.508 0.056 5.343 0.1 0.3 -0.2 0.233
C -3.693 -1.151 3.025 0.4 0.6 -0.1 -1.097
O 2.232 -1.122 -2.086 0.0 0.1 0.0 -0.751
H 0.238 -1.891 3.076 -0.2 -0.3 0.0 0.249
H -0.401 0.976 4.259 -0.3 0.0 0.2 0.244
C -0.673 -0.275 -0.747 1.2 1.0 3.7 0.983
Si -1.860 -0.587 2.993 -0.4 -0.9 0.1 1.589
H -2.127 1.459 4.395 0.3 -0.2 0.2 0.231
C -0.488 1.165 0.991 1.1 -0.5 0.2 -0.092
H -1.101 -2.875 2.405 0.2 0.2 0.1 0.254
C 1.703 1.029 -5.056 -0.5 -0.8 0.9 0.442
C 4.028 1.261 -4.269 0.5 -0.3 0.7 -0.572
```
Forces are in eV/Å.

The value obtained for the HOMO energy is 0.637 eV. The orbital gap comes out at 3.04 eV. Its strongest force on any atom is 0.0790 hartree/bohr. The value obtained for the total energy is -34880.1776 eV. Its total charge is -2.


Entry 2:
C12H14Se | ωB97M-V/def2-TZVPD

Structure (XYZ):
```
27
Properties=species:S:1:pos:R:3:forces:R:3:nbo_charge:R:1
H 1.158 -2.367 2.310 -0.9 0.6 -0.6 0.213
H 0.392 3.814 0.455 0.3 -0.1 0.2 0.235
C 0.641 0.895 1.368 -1.6 3.7 0.9 -0.062
C -1.168 -0.379 -3.929 -0.4 0.4 0.5 -0.204
H -1.877 -0.281 -4.745 0.2 0.4 0.0 0.209
H -0.472 -0.845 0.976 0.1 0.5 -0.7 0.242
Se 1.695 -1.161 -0.338 -0.6 0.3 0.4 0.324
C 0.867 -1.297 2.478 1.8 -1.3 -0.6 -0.397
H 0.163 1.155 -1.308 0.2 1.5 1.3 0.219
H -0.141 -1.848 4.336 0.3 -1.3 1.1 0.218
C 0.363 2.072 1.605 0.5 -2.2 -1.0 0.025
H -1.028 -2.393 -4.511 0.7 0.5 1.5 0.220
H -1.183 -1.361 2.962 0.6 -0.1 0.8 0.196
H -1.497 1.517 -3.165 -0.4 1.9 0.0 0.214
C -0.132 0.404 -1.957 1.1 0.0 0.3 -0.234
H 0.398 -2.885 -2.240 0.3 -0.7 -0.4 0.225
C 0.431 -0.828 -1.746 0.0 -2.2 -0.8 -0.187
C -0.908 0.675 -3.021 -1.2 -2.8 -2.1 -0.203
H 1.230 3.945 2.085 -1.8 -0.5 -1.1 0.237
H -0.555 4.104 1.842 -0.6 -0.5 0.6 0.239
H -0.263 -0.210 3.888 -0.1 1.0 0.4 0.213
C -0.217 -1.206 3.519 -1.2 1.1 -2.4 -0.604
C -0.698 -1.658 -3.711 0.0 -0.9 -1.0 -0.215
H 1.850 -0.963 2.758 0.3 0.7 1.0 0.204
C 0.107 -1.924 -2.596 -0.4 1.8 0.6 -0.224
C 0.292 3.528 1.512 2.7 1.0 0.4 -0.688
C 0.552 -0.504 1.175 -0.1 -2.7 0.5 -0.415
```
Forces are in eV/Å.

The value obtained for the HOMO energy is -8.291 eV. The energy above the lowest of the compared OMol25 structures with the same formula, charge and spin is 0.0 kcal/mol. The orbital gap comes out at 9.09 eV. Its strongest force on any atom is 0.0802 hartree/bohr. The value obtained for the total energy is -78014.2947 eV. The SMILES is CC#C[C@H](CC)[Se]c1ccccc1. Its total charge is 0.


Entry 3:
C12H15Cl9O9 | ωB97M-V/def2-TZVPD

Structure (XYZ):
```
45
Properties=species:S:1:pos:R:3:forces:R:3:mulliken_spin:R:1
O 4.569 -4.741 28.223 2.6 2.6 1.3 0.069
H 7.332 -11.260 22.906 -0.2 0.6 0.4 0.000
H 0.175 -1.845 24.436 0.2 -0.2 -0.1 0.000
C 3.574 -5.632 27.698 0.1 -1.3 -0.2 0.003
C 2.532 -8.519 23.558 -0.4 1.1 -1.0 0.000
H 5.047 -7.030 26.650 0.0 0.0 0.9 0.003
Cl 3.965 -4.902 19.668 -0.2 -1.1 -0.1 0.000
O 6.052 -3.256 27.251 0.4 -0.6 0.5 0.901
Cl -2.445 -12.409 24.603 0.3 0.0 -0.5 0.000
O 5.124 -5.073 26.157 3.1 3.2 0.5 0.048
C 5.411 -4.343 27.267 -5.2 -2.9 -1.8 -0.043
C 6.926 -11.234 25.217 1.0 0.1 -1.2 0.000
Cl 1.091 -9.264 24.263 0.4 0.0 -0.3 0.000
C 1.951 -4.223 24.388 -1.3 -0.3 -0.2 0.000
C 9.263 -11.263 25.084 2.0 0.9 2.7 0.000
Cl 2.382 -8.176 21.775 -0.3 -0.3 1.0 0.000
H 3.712 -6.462 25.739 0.1 0.4 -0.3 0.007
C -2.115 -11.140 23.404 -1.2 -0.2 -0.2 0.000
H -0.818 -2.924 25.439 -0.4 -0.8 -1.2 0.000
H 2.677 -5.080 27.418 0.4 0.2 -0.2 -0.001
O 8.136 -10.835 25.836 1.8 0.4 -0.1 0.000
H 6.416 -11.925 25.888 0.2 -0.6 -0.5 0.000
H 7.260 -12.809 23.713 -0.9 0.1 -0.3 0.000
H 6.233 -10.401 25.099 0.3 0.3 -0.2 0.000
C 3.773 -6.509 18.844 0.1 1.1 -1.0 0.000
Cl 3.986 -9.425 23.820 0.4 -0.4 0.3 0.000
H 1.435 -2.060 26.667 -0.1 0.0 -0.2 0.000
Cl -3.570 -10.069 23.375 0.5 -0.4 -0.5 0.000
Cl 2.151 -6.629 18.101 0.6 0.0 0.3 0.000
Cl 5.050 -6.559 17.550 -0.8 -0.4 0.9 0.000
H -1.386 -10.479 23.873 0.5 -0.5 -1.0 0.000
H 0.762 -3.705 26.861 -0.1 -0.1 0.0 0.000
O 0.673 -3.863 24.090 -0.7 -0.3 -0.6 0.000
O 2.588 -5.078 23.799 -0.9 1.9 1.6 0.000
O 8.885 -11.904 24.038 0.3 0.0 -1.3 0.000
O 10.428 -11.142 25.376 -2.1 0.5 0.4 0.000
H 2.647 -7.535 24.013 -0.1 -0.2 -0.1 0.000
Cl -1.735 -11.857 21.713 -0.2 1.1 2.2 0.000
C 1.140 -2.972 26.148 -0.3 0.7 -1.3 0.000
O 2.291 -3.499 25.493 1.8 -1.0 0.1 0.000
C 0.144 -2.813 24.938 1.8 0.0 2.0 0.000
C 4.375 -6.176 26.556 -1.6 -2.0 -1.1 0.004
H 3.296 -6.396 28.424 0.4 0.3 0.3 0.009
C 7.525 -11.762 23.854 -2.4 -2.4 -0.2 0.000
H 3.857 -7.336 19.549 0.4 0.4 -0.2 0.000
```
Forces are in eV/Å.

As for the multiplicity: 2. The value obtained for the HOMO energy (spin up / spin down) is -12.658 / -12.658 eV. The orbital gap (spin up / spin down) comes out at 7.49 / 2.19 eV. Its strongest force on any atom is 0.1220 hartree/bohr. The value obtained for the total energy is -143803.4858 eV. The expectation value of S² is 0.7553. Its total charge is +1.


Entry 4:
C12H15ClN | ωB97M-V/def2-TZVPD

Structure (XYZ):
```
29
Properties=species:S:1:pos:R:3:forces:R:3:nbo_charge:R:1
H 2.819 1.360 2.271 0.7 1.6 0.0 0.228
C -1.053 -0.413 -0.865 -2.1 1.0 -0.4 -0.236
N 1.288 -0.028 0.070 0.9 -0.4 -1.8 -0.418
H 2.273 1.715 -0.238 1.2 1.4 0.7 0.229
H 1.620 -0.963 0.223 0.0 -1.2 -1.3 0.437
H 0.540 -0.429 1.976 -0.2 0.3 -0.8 0.239
H -0.395 -2.128 0.264 -0.1 0.6 -0.1 0.189
C -3.374 -1.936 -1.102 -1.6 0.2 0.7 -0.147
C 1.100 0.362 1.439 0.7 -0.2 2.9 -0.061
H -2.271 0.957 -2.097 0.8 2.9 -1.1 0.225
H 2.522 -0.027 3.270 -0.7 0.5 -1.9 0.260
H -4.271 -2.561 -1.096 0.1 0.3 -0.5 0.229
C -2.294 -2.467 -0.397 -0.7 2.5 -1.7 -0.194
H -2.187 -3.443 -0.071 -0.4 -1.7 0.7 0.232
H 3.223 0.328 -1.013 0.0 0.1 0.7 0.255
H -0.733 1.544 1.132 0.9 0.0 0.5 0.252
C -1.232 -1.638 -0.260 2.6 -1.5 1.2 -0.162
C 2.498 0.370 2.179 0.2 -1.9 0.9 -0.651
H 3.339 -0.215 1.679 -1.3 0.6 0.3 0.226
C -3.422 -0.594 -1.570 0.7 -0.9 0.3 -0.197
C 1.336 0.953 -1.977 -4.0 -2.3 5.2 -0.021
C 0.347 1.645 1.396 -0.4 1.2 0.6 -0.637
H -4.412 -0.187 -2.002 2.1 -0.6 0.6 0.253
C 2.277 0.800 -0.745 -0.9 -0.5 -2.0 -0.269
H 0.503 2.124 2.353 -0.5 0.3 0.3 0.248
Cl 1.213 2.092 -3.189 0.3 -0.3 0.4 0.176
H 0.805 2.318 0.657 -0.3 0.0 0.3 0.212
C 0.135 0.324 -0.781 4.0 1.0 -5.1 0.238
C -2.194 0.135 -1.507 -2.1 -3.2 0.5 -0.133
```
Forces are in eV/Å.

The value obtained for the HOMO energy (spin up / spin down) is -12.223 / -11.762 eV. The orbital gap (spin up / spin down) comes out at 7.51 / 7.47 eV. Its strongest force on any atom is 0.1348 hartree/bohr. The value obtained for the total energy is -26687.6680 eV. The SMILES is CC(C)[N@@H+]1CC(Cl)=C1c1ccccc1. Its total charge is +1.


Entry 5:
C12H15ErN5OS2 | ωB97M-V/def2-TZVPD

Structure (XYZ):
```
36
Properties=species:S:1:pos:R:3:forces:R:3:mulliken_spin:R:1
H -2.432 1.659 -0.950 0.0 0.0 0.0 0.000
C 0.616 1.984 -0.569 -0.1 0.4 0.2 -0.001
H -1.413 -2.114 2.208 0.0 0.0 0.0 0.000
Er 1.350 -0.400 -2.363 1.5 1.0 -1.2 3.035
H 0.903 0.776 2.330 0.0 0.0 0.0 0.000
H -1.304 0.948 1.410 0.0 0.0 0.0 0.000
C -1.777 2.530 -0.898 0.0 0.0 0.0 0.000
H 0.777 -2.015 1.515 0.4 0.0 0.0 0.000
N 1.413 1.531 0.417 0.2 0.3 0.1 0.001
C -2.730 -0.999 -1.246 -0.4 0.0 0.0 0.001
C -0.713 1.861 1.311 0.0 0.0 0.0 0.000
S 1.163 2.251 -2.173 0.1 0.1 0.0 -0.006
C -3.129 -1.670 1.042 -0.6 0.1 -0.4 0.001
H 1.144 2.534 2.251 0.0 0.0 0.0 0.000
H -2.310 3.357 -0.432 0.0 0.0 0.0 0.000
H -4.679 -1.182 -0.384 0.0 0.0 0.0 0.000
H -1.472 2.818 -1.900 0.0 0.0 0.0 0.000
H 2.408 1.676 0.336 0.0 -0.1 -0.1 0.000
N 2.754 -1.582 0.125 3.3 -0.2 0.2 0.002
H 5.050 -2.047 0.786 0.0 0.1 -0.1 0.000
N -0.599 2.216 -0.109 -0.1 -0.1 -0.1 0.000
O -0.548 -0.820 -2.116 -2.0 -0.8 1.2 -0.010
S 3.804 -1.254 -2.448 0.2 -0.2 -0.1 -0.008
H -1.205 2.661 1.861 0.0 0.0 0.0 0.000
N 1.564 -1.376 -0.376 -5.3 -1.1 2.8 -0.006
C -3.615 -1.270 -0.215 0.4 -0.1 0.3 -0.001
H -3.091 -0.708 -2.225 0.0 0.0 0.0 0.000
C 0.751 1.665 1.723 0.0 0.0 -0.1 0.000
C 0.510 -1.658 0.530 4.8 0.8 -3.2 -0.004
C -0.827 -1.510 0.211 -3.0 0.4 -0.8 0.009
H 5.806 -1.802 -0.764 0.0 0.0 0.1 0.000
H -3.818 -1.897 1.844 0.0 0.0 0.0 0.000
C -1.357 -1.106 -1.077 0.7 -0.3 0.7 -0.010
C -1.785 -1.791 1.243 1.0 0.2 -0.6 -0.002
N 4.993 -1.743 -0.174 0.4 0.0 0.1 0.000
C 3.796 -1.523 -0.723 -1.3 -0.3 0.9 -0.001
```
Forces are in eV/Å.

As for the multiplicity: 4. The value obtained for the HOMO energy (spin up / spin down) is -10.501 / -10.498 eV. The orbital gap (spin up / spin down) comes out at 6.70 / 6.73 eV. Its strongest force on any atom is 0.1181 hartree/bohr. The value obtained for the total energy is -71474.2969 eV. The expectation value of S² is 3.7525. Its total charge is +1.


Entry 6:
C12H15IO | ωB97M-V/def2-TZVPD

Structure (XYZ):
```
29
Properties=species:S:1:pos:R:3:forces:R:3:nbo_charge:R:1
H -0.808 0.962 -1.488 -0.5 -0.5 0.1 0.227
C 0.510 -0.151 -0.280 -0.9 1.7 -0.7 0.251
C 2.067 -1.676 -0.066 2.0 -4.1 0.5 -0.080
C 1.885 1.339 -1.811 0.8 -0.3 -1.3 -0.178
C 2.619 -0.960 -1.307 -0.9 -0.8 0.1 -0.493
H 2.286 -2.799 -0.046 -0.7 1.1 -0.7 0.193
O 0.686 -1.477 0.053 1.1 -1.1 -0.1 -0.529
H 2.511 -1.623 -2.202 0.2 0.6 0.6 0.236
H -0.536 4.009 -1.905 -1.0 1.1 0.0 0.230
H -0.743 -0.876 2.095 0.2 0.0 -1.0 0.218
C -2.125 0.381 1.049 -0.9 -5.5 -0.2 -0.424
C 0.952 2.362 -1.816 -0.2 1.6 0.2 -0.082
C 0.183 3.283 -1.770 0.8 -0.9 -0.3 -0.178
H -3.051 -0.321 -0.936 2.5 -0.5 1.3 0.209
H -2.937 -0.213 1.593 1.1 0.5 -0.2 0.206
H 3.633 -0.527 -1.260 -0.4 -0.7 0.2 0.249
H -0.946 0.535 2.919 0.4 0.2 -2.4 0.207
H -0.672 -0.789 -1.940 0.1 0.7 0.4 0.211
H -2.561 1.304 1.131 -0.4 2.8 -1.0 0.213
I 3.713 1.696 -2.979 -1.1 -0.1 0.5 0.103
H 0.278 1.760 0.796 0.6 -0.5 0.4 0.220
C 1.630 0.144 -1.309 1.0 0.7 1.4 0.045
H -1.928 -1.561 -0.050 -0.3 0.8 0.0 0.215
H 1.451 0.550 1.628 -1.3 0.3 -0.4 0.223
C 0.471 0.704 1.084 -1.0 -0.7 -1.4 -0.431
H 2.610 -1.489 0.843 0.2 1.3 0.6 0.174
C -0.775 -0.064 -1.096 -0.9 -0.4 -0.4 -0.431
C -0.839 0.175 1.783 1.3 0.4 4.1 -0.416
C -2.027 -0.482 -0.304 -1.8 2.1 -0.5 -0.388
```
Forces are in eV/Å.

The value obtained for the HOMO energy is -8.844 eV. The energy above the lowest of the compared OMol25 structures with the same formula, charge and spin is 56.6 kcal/mol. The orbital gap comes out at 8.88 eV. Its strongest force on any atom is 0.1082 hartree/bohr. The value obtained for the total energy is -22831.2823 eV. The SMILES is C#C/C(I)=C1/CCOC12CCCCC2. Its total charge is 0.


Entry 7:
C12H15MoN2O8S | ωB97M-V/def2-TZVPD

Structure (XYZ):
```
39
Properties=species:S:1:pos:R:3:forces:R:3:mulliken_charge:R:1
H -2.262 -3.980 1.422 -0.1 0.0 -0.1 0.361
C 4.046 2.038 -0.732 0.2 -0.1 0.1 -0.983
O 2.478 5.198 -2.712 0.0 0.1 0.1 -0.277
C -0.920 -2.444 2.116 0.2 -0.6 0.3 1.320
H 5.064 2.016 -1.097 0.0 0.0 0.0 0.502
H -1.760 -3.168 -2.494 0.0 0.1 -0.1 0.513
H 1.509 4.257 -0.196 0.0 0.0 0.0 0.404
S 3.674 5.445 -2.025 0.3 0.5 -0.8 1.183
C -2.852 -2.584 -0.735 0.1 0.1 0.1 -0.786
N 1.557 -0.229 0.895 -0.2 0.3 0.0 -0.569
O -3.769 1.376 0.220 0.0 0.3 0.0 -0.331
C -2.306 -2.947 1.760 0.0 -0.1 0.0 -0.997
H 0.431 2.219 0.653 0.0 0.0 0.0 0.424
O 4.604 6.483 -2.125 -0.3 -0.1 0.0 -0.240
H 2.188 -1.019 0.751 0.0 0.0 0.0 0.395
H -3.408 -1.841 -1.306 0.0 0.0 0.0 0.434
H -3.468 -3.482 -0.656 0.0 0.0 0.0 0.384
H 1.575 -0.068 1.907 0.1 -0.1 0.0 0.405
C -3.590 -0.935 0.980 0.1 -0.3 0.0 -0.547
H -0.999 -3.709 -0.986 0.1 0.0 0.0 0.324
O -0.713 -1.680 -1.417 0.0 -0.3 0.2 -0.387
C 3.434 0.893 -0.238 0.1 0.0 -0.1 -0.450
H -3.004 -2.862 2.587 -0.1 0.1 -0.1 0.417
C -3.156 0.435 0.501 0.1 -0.4 0.0 0.410
C -1.563 -2.908 -1.456 0.0 0.0 0.0 -0.381
H -4.573 -1.156 0.565 0.0 -0.1 0.0 0.501
C 3.328 3.203 -0.676 0.2 0.2 -0.1 0.719
O -1.688 0.415 0.422 -0.2 0.1 0.4 -0.596
O 4.105 4.410 -1.040 -0.2 -0.7 0.7 -0.144
C 1.438 2.159 0.261 -0.1 0.0 0.0 -0.323
Mo -0.568 -0.974 0.552 0.8 0.9 -1.6 0.992
H 3.991 -0.036 -0.236 0.0 0.0 0.0 0.394
C 2.040 3.314 -0.218 -0.1 0.2 0.1 -0.782
O -0.052 -2.701 1.069 -0.7 -0.3 0.6 -0.407
N -2.583 -1.985 0.616 0.0 0.1 0.4 0.021
H -0.103 -1.657 -2.171 0.0 0.1 0.1 0.308
O -0.576 -1.581 2.907 -0.2 0.1 -0.2 -0.369
H -3.695 -0.878 2.065 0.0 0.0 0.0 0.429
C 2.145 0.966 0.265 0.0 -0.2 0.0 0.731
```
Forces are in eV/Å.

The value obtained for the HOMO energy is -19.403 eV. The orbital gap comes out at 8.26 eV. Its strongest force on any atom is 0.0387 hartree/bohr. The value obtained for the total energy is -44706.7331 eV. Its total charge is +3.